No. 1
Entry from the Open Molecules 2025 dataset: C27H32AuI2N5O as an isolated structure (ωB97M-V/def2-TZVPD).

The geometry in XYZ format:
```
68
C27H32AuI2N5O ωB97M-V/def2-TZVPD
Au -0.055 -0.137 -1.119
I 5.096 5.031 0.294
C 4.076 3.346 -0.422
C 4.616 2.080 -0.235
C 3.926 0.979 -0.706
I 4.666 -0.947 -0.384
C 2.689 1.080 -1.388
O 2.054 0.027 -1.808
C 2.188 2.397 -1.573
C 0.895 2.569 -2.314
N -0.237 2.075 -1.496
C -1.560 2.351 -2.082
C -2.620 1.457 -1.480
C -3.798 1.937 -0.937
C -4.724 1.030 -0.438
C -4.438 -0.323 -0.491
C -3.225 -0.721 -1.030
N -2.341 0.149 -1.516
C 2.871 3.502 -1.085
H 5.559 1.953 0.279
H 0.910 1.975 -3.230
H 0.751 3.621 -2.579
H -0.176 2.485 -0.568
H -1.489 2.125 -3.147
H -1.844 3.400 -1.975
H -3.986 3.002 -0.903
H -5.654 1.380 -0.008
H -5.134 -1.061 -0.118
H -2.933 -1.765 -1.070
H 2.457 4.495 -1.226
C 0.032 -4.031 1.469
C 0.082 -4.302 -0.007
C 0.118 -5.586 -0.497
C 0.189 -5.831 -1.869
C 0.259 -4.764 -2.763
C 0.243 -3.453 -2.336
C 0.379 -2.339 -3.335
C 0.110 -3.174 -0.919
N -0.010 -1.983 -0.369
H 0.148 -4.956 2.036
H -0.917 -3.567 1.750
H 0.822 -3.334 1.754
H 0.097 -6.419 0.198
H 0.209 -6.848 -2.240
H 0.349 -4.968 -3.824
H 0.626 -2.741 -4.317
H 1.169 -1.646 -3.035
H -0.546 -1.762 -3.424
C -0.951 -0.081 2.232
C -0.594 -0.074 3.740
N 0.092 1.175 4.087
C -0.723 2.305 3.641
C -0.843 2.292 2.090
N -0.280 1.046 1.556
C 1.162 1.001 1.863
C 1.380 1.212 3.385
H -2.028 0.044 2.076
H -0.645 -1.005 1.739
H 0.075 -0.901 3.987
H -1.486 -0.168 4.363
H -0.259 3.228 3.993
H -1.704 2.222 4.113
H -0.293 3.135 1.656
H -1.886 2.364 1.770
H 1.671 1.772 1.277
H 1.538 0.031 1.527
H 1.847 2.178 3.589
H 2.025 0.436 3.800
```

Summary:
expectation value of S²: 2.06
E_HOMO (spin up / spin down): -0.256 / -0.267 hartree
frontier orbital gap (spin up / spin down): 6.9 / 6.6 eV
lowest unoccupied orbital energy (spin up / spin down): -0.0016 / -0.0265 hartree
multiplicity: 3

Listed below, in e, are the natural (NBO) charges computed for each atom: number 1, Au, carries 1.144; number 2, I, carries 0.118; number 3, C, carries -0.204; number 4, C, carries -0.248; number 5, C, carries -0.249; number 6, I, carries 0.145; number 7, C, carries 0.409; number 8, O, carries -0.830; number 9, C, carries -0.165; number 10, C, carries -0.234; number 11, N, carries -0.655; number 12, C, carries -0.257; number 13, C, carries 0.215; number 14, C, carries -0.247; number 15, C, carries -0.149; number 16, C, carries -0.254; number 17, C, carries 0.068; number 18, N, carries -0.490; number 19, C, carries -0.221; number 20, H, carries 0.235; number 21, H, carries 0.219; number 22, H, carries 0.187; number 23, H, carries 0.402; number 24, H, carries 0.224; number 25, H, carries 0.197; number 26, H, carries 0.225; number 27, H, carries 0.225; number 28, H, carries 0.231; number 29, H, carries 0.220; number 30, H, carries 0.215; number 31, C, carries -0.637; number 32, C, carries 0.041; number 33, C, carries -0.240; number 34, C, carries -0.170; number 35, C, carries -0.270; number 36, C, carries 0.112; number 37, C, carries -0.681; number 38, C, carries 0.031; number 39, N, carries -0.631; number 40, H, carries 0.209; number 41, H, carries 0.219; number 42, H, carries 0.231; number 43, H, carries 0.207; number 44, H, carries 0.209; number 45, H, carries 0.207; number 46, H, carries 0.213; number 47, H, carries 0.262; number 48, H, carries 0.213; number 49, C, carries -0.278; number 50, C, carries -0.255; number 51, N, carries -0.416; number 52, C, carries -0.253; number 53, C, carries -0.258; number 54, N, carries -0.461; number 55, C, carries -0.270; number 56, C, carries -0.256; number 57, H, carries 0.187; number 58, H, carries 0.247; number 59, H, carries 0.201; number 60, H, carries 0.197; number 61, H, carries 0.202; number 62, H, carries 0.196; number 63, H, carries 0.188; number 64, H, carries 0.195; number 65, H, carries 0.208; number 66, H, carries 0.220; number 67, H, carries 0.199; number 68, H, carries 0.206

No. 2
Entry from the Open Molecules 2025 dataset: C9H10N2 as an isolated structure in a non-equilibrium geometry (ωB97M-V/def2-TZVPD).

The geometry in XYZ format:
```
21
C9H10N2 ωB97M-V/def2-TZVPD
C -2.334 -1.041 0.106
C -1.374 -1.835 -0.460
C -2.182 0.361 0.456
C 0.063 -1.357 -0.381
C -1.016 0.902 0.256
C 0.138 0.068 -0.114
C -0.135 2.112 0.096
C 0.953 1.144 -0.223
C 2.434 1.191 -0.555
N 0.775 -1.874 1.012
N 1.914 -2.175 1.093
H -3.238 -1.422 0.118
H -1.544 -2.796 -0.793
H -3.110 0.893 0.694
H 0.809 -1.661 -1.187
H -0.539 2.856 -0.651
H 0.014 2.634 1.010
H 2.516 1.785 -1.605
H 2.589 0.175 -0.798
H 3.064 1.693 0.126
H 0.203 -1.653 1.800
```

Summary:
E_HOMO: -0.270 hartree
frontier orbital gap: 7.6 eV
lowest unoccupied orbital energy: 0.0108 hartree

Listed below, in e, are the natural (NBO) charges computed for each atom: number 1, C, carries -0.168; number 2, C, carries -0.216; number 3, C, carries -0.315; number 4, C, carries -0.194; number 5, C, carries 0.142; number 6, C, carries -0.118; number 7, C, carries -0.462; number 8, C, carries 0.113; number 9, C, carries -0.646; number 10, N, carries -0.191; number 11, N, carries -0.221; number 12, H, carries 0.195; number 13, H, carries 0.210; number 14, H, carries 0.211; number 15, H, carries 0.234; number 16, H, carries 0.219; number 17, H, carries 0.211; number 18, H, carries 0.212; number 19, H, carries 0.233; number 20, H, carries 0.234; number 21, H, carries 0.319

No. 3
Entry from the Open Molecules 2025 dataset: a 2-piece molecular cluster, C4H9BrN2S overall in a non-equilibrium geometry (ωB97M-V/def2-TZVPD).

The geometry in XYZ format:
```
17
C4H9BrN2S ωB97M-V/def2-TZVPD
C -1.111 -1.549 0.546
C 0.900 -1.381 -1.035
C 0.037 0.361 1.344
C 0.358 0.888 -1.638
N -0.732 -0.273 0.252
N 0.101 -0.345 -0.935
S 0.426 -2.664 0.067
Br 3.428 0.361 0.025
H -1.265 -1.847 1.656
H -2.058 -1.722 0.009
H 1.671 -1.315 -1.902
H 0.090 1.443 1.025
H -0.607 0.146 2.192
H 1.073 -0.156 1.232
H 1.347 0.877 -2.246
H -0.388 0.933 -2.392
H 0.337 1.748 -0.947
```

Summary:
E_HOMO: -0.280 hartree
frontier orbital gap: 7.0 eV
lowest unoccupied orbital energy: -0.0240 hartree

Listed below, in e, are the natural (NBO) charges computed for each atom: number 1, C, carries -0.284; number 2, C, carries 0.035; number 3, C, carries -0.457; number 4, C, carries -0.426; number 5, N, carries -0.276; number 6, N, carries -0.209; number 7, S, carries 0.285; number 8, Br, carries -0.871; number 9, H, carries 0.248; number 10, H, carries 0.226; number 11, H, carries 0.318; number 12, H, carries 0.219; number 13, H, carries 0.212; number 14, H, carries 0.260; number 15, H, carries 0.265; number 16, H, carries 0.211; number 17, H, carries 0.244

No. 4
Entry from the Open Molecules 2025 dataset: a 2-piece molecular cluster, C3H10BNO2 overall in a non-equilibrium geometry (ωB97M-V/def2-TZVPD).

The geometry in XYZ format:
```
17
C3H10BNO2 ωB97M-V/def2-TZVPD
B 1.209 -0.013 -0.526
C 1.018 0.886 0.832
C -2.844 -1.150 -0.482
C -1.965 0.967 -0.042
N 0.289 0.173 -1.581
O 2.121 -1.002 -0.647
O -2.624 -0.017 0.401
H 2.048 1.324 1.144
H 0.570 0.580 1.846
H 0.350 1.761 0.653
H -2.205 -0.999 -1.387
H -3.889 -1.349 -0.573
H -2.287 -1.953 -0.032
H 0.290 -0.123 -2.569
H -1.999 1.672 0.926
H -0.112 1.129 -1.549
H 2.839 -1.265 -0.018
```

Summary:
E_HOMO: -0.299 hartree
frontier orbital gap: 8.8 eV
lowest unoccupied orbital energy: 0.0229 hartree

Listed below, in e, are the natural (NBO) charges computed for each atom: number 1, B, carries 0.997; number 2, C, carries -1.009; number 3, C, carries -0.276; number 4, C, carries 0.074; number 5, N, carries -1.092; number 6, O, carries -0.907; number 7, O, carries -0.483; number 8, H, carries 0.225; number 9, H, carries 0.245; number 10, H, carries 0.229; number 11, H, carries 0.219; number 12, H, carries 0.200; number 13, H, carries 0.195; number 14, H, carries 0.397; number 15, H, carries 0.068; number 16, H, carries 0.411; number 17, H, carries 0.508

How do the records compare in relative energy (zero: lowest compared OMol25 entry of this formula, charge and spin)? In the order shown, they have 0.00, 140.25, 21.37, 83.04 kcal/mol.